Molecular formula: C4H9P
Method: DFT, ωB97M-V/def2-TZVPD

Properties
HOMO energy (alpha / beta)   -8.6 / -8.1 eV
Spin multiplicity   1
Frontier orbital gap (alpha / beta)   8.5 / 8.5 eV
Charge   0
Energy relative to the best compared isomer or geometry (same formula, charge and spin)   100.2 kcal/mol

Each line ends with the natural charge from an NBO analysis.
Positions of all 14 atoms, in Å:
C  0.477  -0.473  -0.543  -0.510
C  0.134  0.512  0.397  -0.350
C  1.478  -1.551  -0.373  -0.619
C  -2.596  1.224  0.691  -0.518
P  0.822  1.269  -1.086  0.434
H  -0.563  -0.730  -0.997  0.238
H  0.568  0.512  1.343  0.187
H  1.343  -2.377  -1.056  0.228
H  1.472  -1.888  0.756  0.208
H  2.481  -1.169  -0.543  0.221
H  -3.145  1.659  -0.164  0.182
H  -2.335  1.704  1.652  0.188
H  -2.394  0.160  0.578  0.169
H  2.258  1.148  -0.654  -0.057

Molecular formula: C40H28N11ORuS
Method: DFT, ωB97M-V/def2-TZVPD

Properties
HOMO energy (alpha / beta)   -6.1 / -7.7 eV
Spin multiplicity   6
Frontier orbital gap (alpha / beta)   5.1 / 5.5 eV
Charge   0
Energy relative to the best compared isomer or geometry (same formula, charge and spin)   0.0 kcal/mol

Each line ends with the Löwdin spin population.
Positions of all 82 atoms, in Å:
Ru  0.311  -0.978  0.146  2.271
C  -4.657  3.148  1.143  0.037
C  -3.722  3.834  1.940  0.042
C  -2.470  3.308  2.190  0.029
C  -2.159  2.075  1.621  0.058
C  -0.963  1.275  1.635  0.204
N  0.156  1.567  2.329  0.071
C  1.316  1.056  2.056  0.089
C  2.515  1.249  2.895  0.010
C  2.694  1.911  4.092  0.011
C  3.965  1.868  4.658  0.011
C  5.008  1.182  4.039  0.010
C  4.815  0.513  2.834  0.012
C  3.553  0.564  2.278  0.009
C  2.993  -0.062  1.063  0.090
N  3.678  -0.809  0.259  0.055
C  3.120  -1.514  -0.751  0.203
N  1.813  -1.869  -0.861  0.006
C  1.637  -2.640  -1.970  0.225
N  0.479  -3.203  -2.403  0.041
C  -0.688  -2.832  -1.989  0.104
N  -1.006  -1.795  -1.139  0.088
C  -2.361  -1.643  -1.061  0.095
N  -3.038  -0.730  -0.434  0.060
C  -2.445  0.192  0.364  0.208
N  -1.183  0.153  0.883  0.007
C  -3.092  1.391  0.824  0.056
C  -4.357  1.924  0.579  0.032
C  -2.987  -2.687  -1.899  0.011
C  -4.311  -2.974  -2.163  0.011
C  -4.576  -4.054  -3.000  0.013
C  -3.541  -4.808  -3.551  0.010
C  -2.209  -4.503  -3.290  0.013
C  -1.956  -3.432  -2.457  0.010
C  2.913  -2.815  -2.613  0.049
C  3.297  -3.496  -3.765  0.035
C  4.630  -3.443  -4.127  0.034
C  5.566  -2.729  -3.360  0.042
C  5.190  -2.053  -2.215  0.028
C  3.849  -2.103  -1.848  0.054
N  1.669  0.299  0.967  0.087
H  -5.630  3.592  0.974  0.001
H  -3.996  4.791  2.366  0.002
H  -1.749  3.829  2.805  0.001
H  1.875  2.432  4.568  0.000
H  4.148  2.370  5.600  0.000
H  5.981  1.163  4.511  0.000
H  5.614  -0.031  2.348  0.000
H  -5.073  1.387  -0.030  0.001
H  -5.104  -2.381  -1.727  0.000
H  -5.601  -4.317  -3.226  0.000
H  -3.781  -5.646  -4.192  0.000
H  -1.398  -5.079  -3.715  0.000
H  2.573  -4.048  -4.350  0.001
H  4.964  -3.961  -5.017  0.001
H  6.601  -2.712  -3.676  0.002
H  5.906  -1.505  -1.618  0.001
C  -4.445  -2.577  1.459  0.000
C  -3.269  -2.490  2.387  0.000
C  -3.434  -2.251  3.747  0.014
C  -2.283  -2.175  4.506  0.000
N  -1.066  -2.312  3.991  0.023
C  -1.002  -2.540  2.676  0.038
S  0.597  -2.684  1.964  0.306
N  -2.060  -2.633  1.853  0.018
H  -5.268  -3.122  1.922  0.000
H  -4.151  -3.075  0.537  0.001
H  -4.803  -1.575  1.210  0.000
H  -4.415  -2.135  4.188  0.001
H  -2.332  -1.990  5.575  0.000
C  -1.282  2.775  -1.632  0.003
N  -1.445  1.669  -2.556  0.008
C  -2.662  1.604  -3.335  0.001
C  -0.484  0.737  -2.674  0.013
O  0.543  0.712  -2.012  0.032
H  -0.984  3.684  -2.160  0.000
H  -0.511  2.520  -0.909  0.001
H  -2.224  2.957  -1.113  0.000
H  -2.739  2.450  -4.022  0.000
H  -3.530  1.610  -2.672  0.000
H  -2.677  0.680  -3.912  0.000
H  -0.738  -0.058  -3.393  0.000

Molecular formula: C4H14N2O2
Method: DFT, ωB97M-V/def2-TZVPD

Properties
HOMO energy   -8.7 eV
Spin multiplicity   1
Frontier orbital gap   9.5 eV
Charge   0
Energy relative to the best compared isomer or geometry (same formula, charge and spin)   25.8 kcal/mol

Each line ends with the natural charge from an NBO analysis.
Positions of all 22 atoms, in Å:
C  -1.636  -0.135  -0.252  0.746
C  -2.345  -0.038  1.090  -0.679
N  -2.423  0.279  -1.361  -0.883
O  -0.548  1.381  -0.035  -1.003
O  -0.858  -1.128  -0.459  -0.813
H  -0.764  1.925  -0.801  0.470
H  0.623  -0.816  -0.145  0.473
H  -2.354  -0.379  -2.123  0.389
H  -3.356  0.592  -1.141  0.374
H  -2.804  0.941  1.230  0.215
H  -3.109  -0.818  1.142  0.214
H  -1.624  -0.188  1.890  0.218
C  2.079  -0.343  1.329  -0.409
C  2.385  -0.175  -1.121  -0.410
N  1.456  -0.141  0.015  -0.620
H  0.751  0.758  -0.012  0.481
H  1.304  -0.293  2.091  0.222
H  2.813  0.442  1.521  0.199
H  2.572  -1.316  1.378  0.198
H  2.901  -1.136  -1.169  0.198
H  1.814  -0.035  -2.038  0.223
H  3.124  0.623  -1.029  0.198

Molecular formula: C20H23Cl3CoN4O
Method: DFT, ωB97M-V/def2-TZVPD

Properties
HOMO energy (alpha / beta)   -10.1 / -10.4 eV
Spin multiplicity   5
Frontier orbital gap (alpha / beta)   7.2 / 6.8 eV
Charge   +1

Each line ends with the Löwdin spin population.
Positions of all 52 atoms, in Å:
Co  0.347  0.955  0.528  2.729
N  1.103  2.559  1.744  0.034
C  1.240  2.109  3.145  0.002
C  0.119  1.141  3.495  0.001
N  -0.030  0.074  2.487  0.033
C  0.862  -1.099  2.655  0.010
C  2.203  -0.920  1.956  0.003
N  1.975  -0.448  0.581  0.048
H  1.980  2.944  1.408  0.003
H  0.425  3.313  1.671  0.001
H  1.226  2.945  3.848  0.001
H  2.213  1.632  3.247  0.000
H  -0.824  1.690  3.530  0.000
H  0.286  0.726  4.493  0.001
H  -0.983  -0.267  2.531  0.002
H  0.349  -1.953  2.209  0.006
H  1.017  -1.324  3.715  0.001
H  2.746  -1.868  1.989  0.001
H  2.821  -0.185  2.470  0.000
H  1.688  -1.220  -0.018  0.005
H  2.829  -0.088  0.167  0.003
Cl  0.624  0.980  -4.381  0.002
C  -0.664  1.567  -3.393  0.009
C  -1.800  2.116  -4.020  -0.002
C  -2.848  2.579  -3.280  0.007
Cl  -4.235  3.248  -4.071  0.002
C  -2.814  2.513  -1.863  0.000
C  -3.851  2.949  -1.015  0.004
C  -3.719  2.826  0.342  0.000
C  -2.542  2.268  0.857  0.008
N  -1.548  1.855  0.101  0.034
C  -1.665  1.964  -1.256  0.004
C  -0.554  1.479  -2.019  0.001
O  0.475  0.967  -1.392  0.075
H  -1.828  2.163  -5.099  0.000
H  -4.744  3.375  -1.451  0.000
H  -4.500  3.148  1.015  0.000
H  -2.419  2.162  1.930  0.001
Cl  0.007  -4.999  0.855  0.024
C  0.807  -4.299  -0.518  0.118
C  1.843  -4.990  -1.108  -0.016
C  2.519  -4.430  -2.187  0.145
C  2.158  -3.172  -2.666  -0.013
C  1.121  -2.480  -2.082  0.114
C  0.394  -3.024  -0.986  0.049
C  -0.656  -2.295  -0.414  0.486
H  2.120  -5.961  -0.724  -0.003
H  3.327  -4.979  -2.649  0.009
H  2.685  -2.739  -3.506  -0.004
H  0.835  -1.503  -2.453  0.004
H  -1.272  -2.698  0.373  0.029
H  -0.848  -1.301  -0.795  0.028

Molecular formula: C45H28CrF7N6P
Method: DFT, ωB97M-V/def2-TZVPD

Properties
HOMO energy (alpha / beta)   -8.3 / -8.3 eV
Spin multiplicity   4
Frontier orbital gap (alpha / beta)   3.6 / 3.5 eV
Charge   +1
Energy relative to the best compared isomer or geometry (same formula, charge and spin)   32.4 kcal/mol

Each line ends with the Löwdin spin population.
Positions of all 88 atoms, in Å:
Cr  0.101  0.006  -0.985  2.969
C  4.178  -1.719  4.817  0.000
C  4.502  -0.973  3.691  0.000
C  3.688  -1.029  2.573  0.000
C  2.528  -1.805  2.578  0.004
C  2.210  -2.552  3.710  0.000
C  3.040  -2.512  4.822  0.000
P  1.538  -1.831  1.053  0.009
C  0.114  -2.895  1.476  -0.001
C  0.173  -4.232  1.080  0.000
C  -0.890  -5.089  1.332  0.000
C  -2.031  -4.611  1.962  0.000
C  -2.102  -3.280  2.356  0.000
C  -1.034  -2.427  2.120  0.000
C  0.441  0.662  1.777  0.002
C  0.637  0.592  3.183  -0.006
C  0.111  1.556  3.987  0.013
C  -0.567  2.714  3.504  -0.007
C  -0.725  2.912  2.178  0.014
C  -1.237  4.167  1.652  0.000
C  -1.132  4.496  0.366  0.011
C  -0.604  3.540  -0.639  0.003
C  0.300  2.415  -0.090  0.037
C  -0.245  1.878  1.240  -0.002
H  4.817  -1.686  5.689  0.000
H  5.392  -0.357  3.684  0.000
H  3.949  -0.447  1.695  0.000
H  1.315  -3.160  3.731  0.000
H  2.793  -3.099  5.697  0.000
H  1.060  -4.607  0.580  0.000
H  -0.830  -6.126  1.030  0.000
H  -2.865  -5.275  2.148  0.000
H  -2.989  -2.907  2.851  0.000
H  -1.103  -1.393  2.436  0.000
H  1.122  -0.266  3.620  0.000
H  0.222  1.442  5.058  0.001
H  -0.911  3.460  4.207  -0.001
H  -1.666  4.859  2.366  0.000
H  -1.524  5.436  0.002  0.001
H  -0.221  4.021  -1.534  -0.001
N  -1.349  -1.444  -1.155  -0.013
C  -1.104  -2.241  -2.389  0.001
C  0.368  -2.589  -2.438  0.003
N  1.163  -1.339  -2.319  0.007
H  -1.331  -2.049  -0.330  0.004
H  -2.279  -1.028  -1.174  0.002
H  -1.384  -1.624  -3.243  0.000
H  -1.718  -3.141  -2.398  -0.001
H  0.604  -3.134  -3.351  0.000
H  0.630  -3.222  -1.588  0.000
H  1.252  -0.885  -3.226  0.002
H  2.107  -1.554  -2.005  0.003
F  7.037  -0.289  -5.303  0.000
C  6.242  -1.160  -4.668  0.000
F  7.019  -2.011  -3.990  0.000
F  5.588  -1.865  -5.607  0.000
C  5.264  -0.446  -3.766  -0.001
C  5.267  -0.666  -2.398  0.000
C  4.341  -0.014  -1.597  -0.001
C  3.414  0.853  -2.172  0.001
C  3.429  1.085  -3.552  -0.001
C  4.357  0.436  -4.344  0.000
C  2.385  1.453  -1.372  0.006
C  1.510  1.961  -0.707  0.004
H  5.987  -1.341  -1.959  0.000
H  4.333  -0.180  -0.528  0.000
H  2.718  1.773  -3.989  0.000
H  4.378  0.611  -5.412  0.000
F  -3.287  3.514  -2.898  0.000
C  -3.954  3.058  -1.813  0.000
C  -5.316  3.072  -1.805  0.000
F  -5.934  3.582  -2.873  0.000
C  -6.084  2.552  -0.717  0.000
C  -5.272  2.080  0.358  0.001
C  -3.908  2.081  0.325  0.000
F  -3.245  1.589  1.401  0.000
C  -3.174  2.563  -0.764  0.001
C  -1.718  2.417  -0.912  -0.002
C  -0.914  1.438  -0.049  -0.045
N  0.717  -0.290  0.904  -0.036
C  -1.326  1.711  -2.161  0.003
N  -0.743  1.042  -2.910  0.012
F  -5.849  1.609  1.471  0.000
C  -7.480  2.502  -0.705  0.002
C  -8.219  1.918  0.365  0.000
N  -8.844  1.425  1.198  0.001
C  -8.284  2.977  -1.782  0.000
N  -8.949  3.329  -2.654  0.001

Molecular formula: C25H23CrO4Si
Method: DFT, ωB97M-V/def2-TZVPD

Properties
HOMO energy (alpha / beta)   -12.8 / -14.3 eV
Spin multiplicity   4
Frontier orbital gap (alpha / beta)   7.0 / 4.8 eV
Charge   +2

Each line ends with the Löwdin spin population.
Positions of all 54 atoms, in Å:
O  3.430  -7.061  1.195  0.046
C  2.388  -6.548  1.286  0.026
Cr  0.845  -5.492  1.671  0.851
C  2.016  -4.039  1.404  -0.011
O  2.817  -3.199  1.287  -0.009
C  1.569  -5.533  3.434  0.016
O  2.207  -5.565  4.408  0.032
C  -0.729  -6.998  1.621  0.053
C  -0.309  -6.704  0.316  0.006
C  -0.260  -5.376  -0.127  0.031
C  -0.708  -4.304  0.692  0.031
C  -0.528  -2.910  0.294  0.182
C  -0.249  -1.763  -0.065  0.035
C  0.077  -0.487  -0.474  0.345
C  0.965  -0.327  -1.590  0.024
C  1.350  0.952  -2.077  0.094
C  2.272  1.086  -3.105  -0.009
C  2.862  -0.047  -3.686  0.122
C  2.475  -1.325  -3.259  -0.012
C  1.523  -1.470  -2.250  0.099
C  -1.049  -4.623  2.026  0.034
C  -1.106  -5.951  2.472  0.001
H  -0.743  -8.032  1.978  0.003
H  0.022  -7.509  -0.343  -0.001
H  0.137  -5.143  -1.118  0.001
H  -0.164  0.373  0.143  0.023
H  0.901  1.834  -1.621  0.006
H  2.538  2.081  -3.455  -0.003
H  3.611  0.067  -4.469  0.006
H  2.913  -2.218  -3.713  -0.003
H  1.207  -2.460  -1.910  0.005
H  -1.264  -3.800  2.711  0.001
H  -1.405  -6.161  3.502  -0.001
C  -1.725  6.839  1.728  0.001
Si  -1.267  6.085  0.079  0.028
C  -2.448  6.680  -1.246  0.028
C  0.499  6.479  -0.386  0.016
C  -1.436  4.218  0.187  0.299
C  -2.052  3.407  1.125  0.138
C  -1.972  2.066  0.651  0.092
C  -1.284  2.095  -0.543  0.322
O  -0.952  3.397  -0.837  0.033
H  -1.557  7.925  1.703  0.000
H  -2.783  6.672  1.971  0.000
H  -1.119  6.426  2.545  0.000
H  -2.289  7.746  -1.470  0.003
H  -2.296  6.105  -2.171  0.000
H  -3.493  6.546  -0.930  0.000
H  0.629  7.557  -0.562  0.002
H  1.191  6.173  0.411  0.000
H  0.776  5.940  -1.303  0.000
H  -2.521  3.762  2.040  0.003
H  -2.345  1.179  1.150  0.000
H  -1.163  1.355  -1.319  0.011

Molecular formula: C10H6Cl2F2
Method: DFT, ωB97M-V/def2-TZVPD

Properties
HOMO energy (alpha / beta)   -8.9 / -8.8 eV
Spin multiplicity   1
Frontier orbital gap (alpha / beta)   8.3 / 8.1 eV
Charge   0

Each line ends with the natural charge from an NBO analysis.
Positions of all 20 atoms, in Å:
C  0.389  0.582  1.910  -0.186
C  1.157  1.309  1.012  -0.210
C  -0.525  -0.350  1.444  -0.212
C  1.022  1.115  -0.346  -0.182
C  -0.662  -0.566  0.087  -0.176
C  0.114  0.156  -0.826  -0.109
C  -0.035  -0.061  -2.208  0.132
C  0.387  0.118  -3.446  -0.185
C  -1.568  -1.235  -3.653  -0.225
C  -0.530  -0.462  -4.486  0.602
F  0.092  -1.304  -5.368  -0.333
F  -1.113  0.483  -5.270  -0.325
Cl  1.861  0.946  -3.919  -0.010
Cl  -3.182  -0.746  -3.663  0.087
H  0.500  0.745  2.972  0.218
H  1.867  2.037  1.373  0.220
H  -1.134  -0.905  2.143  0.220
H  1.618  1.676  -1.049  0.228
H  -1.373  -1.286  -0.289  0.222
H  -1.366  -2.279  -3.489  0.224

Molecular formula: C9H5N3
Method: DFT, ωB97M-V/def2-TZVPD

Properties
Structure (SMILES)   N#CC(C#N)=Cc1ccncc1
HOMO energy   -10.2 eV
Spin multiplicity   1
Frontier orbital gap   9.3 eV
Charge   0
Energy relative to the best compared isomer or geometry (same formula, charge and spin)   34.1 kcal/mol

Each line ends with the natural charge from an NBO analysis.
Positions of all 17 atoms, in Å:
C  0.296  -2.725  -2.344  0.267
C  -0.022  -1.423  -1.731  -0.232
C  0.460  -1.174  -0.532  -0.016
C  0.168  -0.023  0.394  -0.036
C  1.256  0.796  0.832  -0.227
C  1.014  1.799  1.750  0.050
C  -1.194  1.376  1.679  0.056
C  -1.088  0.291  0.832  -0.227
C  -0.835  -0.453  -2.361  0.252
H  1.080  -1.831  -0.176  0.206
H  2.194  0.613  0.634  0.204
H  1.799  2.329  2.116  0.191
H  -2.079  1.804  1.993  0.195
H  -1.923  -0.189  0.646  0.217
N  0.603  -3.640  -2.902  -0.258
N  -0.245  2.131  2.069  -0.395
N  -1.483  0.319  -2.900  -0.247

Q: Which of these has the highest spin multiplicity?
A: C40H28N11ORuS

Q: Which value of charge does entry 5 give?
A: +1

Q: What is the formula in the first record?
A: C4H9P